Formula: C4H14BrFeO4
Source: OMol25
Level of theory: ωB97M-V/def2-TZVPD

Summary:
- molecular weight (g/mol) = 261.9
- total charge = +1
- E_tot (Eh) = -4299.0521
- energy above the lowest of the compared OMol25 structures with the same formula, charge and spin (kcal per mole) = 0.5
- 2S+1 = 5

Each line ends with the Löwdin spin population.
Element x y z (Å)
Fe -1.145 21.883 1.481  3.777
Br -0.834 19.527 2.041  0.207
C 1.447 16.276 3.444  0.000
O 0.905 17.387 4.154  0.002
H 1.048 16.256 2.423  0.000
H 2.524 16.388 3.311  0.000
H 1.192 15.337 3.930  0.000
H 0.356 17.912 3.572  0.002
C -1.885 15.631 1.205  0.000
O -2.382 16.754 0.479  0.003
H -0.872 15.361 0.887  0.000
H -1.769 15.895 2.263  0.000
H -2.573 14.807 1.067  0.000
H -1.879 17.536 0.712  0.002
C 2.088 17.494 -0.178  0.000
C 2.533 17.559 -1.625  0.000
O 1.540 18.196 -2.418  0.000
O 1.992 18.846 0.316  0.004
H 2.778 16.928 0.450  0.000
H 1.108 17.011 -0.101  0.000
H 2.586 16.577 -2.089  0.000
H 3.484 18.100 -1.619  0.000
H 1.318 19.046 -2.027  0.000
H 1.075 18.986 0.562  0.002